C14H33ClN3O4S | the ωB97M-V functional and the def2-TZVPD basis

CARTESIAN COORDINATES (ANGSTROEM)
Cl 1.743 -1.791 3.245
S 0.836 0.091 3.281
O 0.862 0.563 -2.431
O 1.893 1.071 3.546
O -0.228 0.001 4.308
O 4.771 -1.484 -3.539
N -5.332 -0.077 3.995
N 3.591 1.233 -3.790
N -2.869 0.324 2.278
C 2.618 2.135 -3.182
C -0.562 -1.036 1.239
C 0.078 0.329 1.618
C 1.397 -0.751 -2.420
C -3.179 -0.876 3.046
C -3.860 1.401 2.522
C 4.672 0.841 -2.890
C -4.665 1.254 3.837
C 4.478 -1.924 -4.855
C -2.896 0.080 0.824
C -4.694 -1.183 3.214
C 5.512 -0.268 -3.501
C 1.767 1.581 -2.037
C -1.826 -0.942 0.337
H 2.372 1.257 -1.182
H 3.107 0.401 -4.101
H 3.136 3.035 -2.838
H 1.143 2.403 -1.672
H 3.787 -1.238 -5.357
H -0.626 1.169 1.627
H -5.279 -0.342 4.978
H 6.380 -0.441 -2.859
H 5.882 0.014 -4.490
H -3.896 -0.348 0.572
H 5.308 1.708 -2.694
H 4.003 -2.901 -4.782
H -0.748 -1.656 2.128
H 0.193 -1.595 0.663
H 0.576 -1.441 -2.210
H 5.391 -2.025 -5.447
H -4.063 1.539 4.708
H -2.698 -1.783 2.671
H -3.395 2.395 2.490
H -2.768 -0.714 4.061
H -6.323 -0.041 3.763
H 4.283 0.473 -1.932
H 2.159 -0.881 -1.647
H -4.607 1.400 1.698
H -5.473 2.000 3.791
H -2.308 -1.928 0.255
H -2.828 1.023 0.264
H -4.791 -2.116 3.784
H -5.144 -1.347 2.228
H -1.526 -0.650 -0.682
H 0.899 0.613 0.946
H 1.808 -1.005 -3.398
H 1.938 2.449 -3.979

Summary:
**Orbital gap**: 6.96 eV
**Total charge**: +1
**Highest occupied orbital energy**: -10.365 eV